Entry 1:
A cluster of 2 separate species, C4H8O2 in total. Source: the Open Molecules 2025 dataset; level of theory: wB97M-V/def2-TZVPD.

```
14
Properties=species:S:1:pos:R:3
C -2.210 -0.026 -0.417
O -1.697 -0.268 0.752
C -0.893 -1.214 1.123
C 1.202 -0.024 -0.685
O 1.791 -1.028 -1.016
C 1.869 1.178 -0.071
H -2.849 0.843 -0.456
H 0.106 0.071 -0.851
H -2.128 -0.767 -1.206
H -0.637 -1.202 2.170
H -0.618 -1.999 0.425
H 2.929 0.967 0.082
H 1.383 1.421 0.880
H 1.752 2.047 -0.730
```

**HOMO level (alpha / beta)**: -7.761 / -7.734 eV
**Spin multiplicity**: 1
**Molecular weight**: 88.11 g/mol
**Net charge**: 0
**Energy relative to the best compared isomer or geometry (same formula, charge and spin)**: 110.7 kcal per mole
**Max |F|**: 0.8 eV/A
**HOMO-LUMO gap (alpha / beta)**: 8.339 / 8.306 eV



Entry 2:
A structure of composition C31H39N5O2P2Re in a non-equilibrium geometry. Source: the Open Molecules 2025 dataset; level of theory: wB97M-V/def2-TZVPD.

```
80
Properties=species:S:1:pos:R:3
Re -0.006 -0.439 1.501
C -1.556 2.522 3.318
C -1.491 2.241 1.981
C -0.669 3.004 0.948
C 0.488 2.292 0.153
C 1.214 1.183 0.972
C 1.206 1.246 2.434
C 1.030 2.476 3.337
C -0.317 2.937 4.024
C 0.934 -2.196 1.854
H -2.462 2.338 3.924
H -2.063 1.386 1.589
H -0.301 3.923 1.443
H -1.416 3.333 0.188
H 0.151 1.931 -0.828
H 1.203 3.101 -0.084
H 2.162 0.789 0.490
H 1.991 0.612 2.831
H 1.387 3.374 2.847
H 1.748 2.297 4.169
H -0.341 2.714 5.096
H -0.271 4.027 4.004
H 1.554 -2.316 2.761
H 1.547 -2.373 0.926
H 0.101 -2.947 1.943
P 1.662 -1.439 -1.023
P -2.001 -0.256 -0.797
N 3.045 -0.439 -1.551
N 2.400 -2.787 -2.259
N -2.169 1.189 -1.947
N -3.590 -0.928 -1.686
C 0.436 -0.813 -2.243
C -1.009 -1.258 -1.974
C 4.254 -0.256 -0.854
C 5.021 0.677 -1.545
C 4.305 1.036 -2.727
C 3.109 0.329 -2.716
C 2.757 -4.090 -1.941
C 3.204 -4.758 -3.091
C 3.141 -3.825 -4.164
C 2.714 -2.608 -3.609
C -2.782 2.403 -1.624
C -2.683 3.250 -2.720
C -2.059 2.539 -3.777
C -1.794 1.271 -3.301
C -4.523 -0.269 -2.490
C -5.210 -1.205 -3.259
C -4.718 -2.499 -2.902
C -3.722 -2.290 -1.944
H 0.759 -1.233 -3.214
H 0.500 0.294 -2.301
H -1.528 -1.378 -2.937
H -1.037 -2.236 -1.463
H 4.426 -0.762 0.077
H 5.972 1.087 -1.247
H 4.559 1.753 -3.487
H 2.284 0.328 -3.406
H 2.693 -4.462 -0.928
H 3.544 -5.792 -3.162
H 3.369 -3.991 -5.213
H 2.658 -1.641 -4.076
H -3.268 2.561 -0.663
H -2.924 4.309 -2.738
H -1.749 2.868 -4.760
H -1.402 0.414 -3.815
H -4.571 0.810 -2.567
H -5.944 -0.979 -4.020
H -5.018 -3.463 -3.271
H -3.027 -2.999 -1.504
O -1.827 -1.446 3.245
C -1.186 -0.937 4.155
C -1.374 -0.954 5.675
C -0.185 -0.234 6.262
C 0.624 0.136 5.058
O 1.765 0.591 5.130
N -0.063 -0.224 3.882
H -2.340 -0.523 5.935
H -1.338 -2.011 6.005
H -0.385 0.656 6.862
H 0.406 -0.972 6.812
```

**HOMO level (alpha / beta)**: -12.629 / -12.629 eV
**Spin multiplicity**: 4
**Molecular weight**: 761.84 g/mol
**Net charge**: +2
**Max |F|**: 6.7 eV/A
**HOMO-LUMO gap (alpha / beta)**: 4.475 / 3.443 eV
**⟨S²⟩**: 3.81



Entry 3:
A cluster of 6 separate species, C15H26N4O3S in total in a non-equilibrium geometry. Source: the Open Molecules 2025 dataset; level of theory: wB97M-V/def2-TZVPD.

```
49
Properties=species:S:1:pos:R:3
O 0.530 4.355 -3.576
S 0.118 4.639 -2.176
O -0.786 5.730 -1.926
C -0.410 3.122 -1.259
C 0.897 2.683 -0.472
C 2.152 3.499 -1.002
C 1.688 4.923 -1.239
H -0.985 2.502 -1.946
H -1.147 3.469 -0.535
H 0.687 2.743 0.595
H 1.144 1.621 -0.481
H 2.529 3.019 -1.905
H 3.026 3.397 -0.360
H 2.342 5.564 -1.830
H 1.372 5.433 -0.329
C 2.511 0.429 3.222
C 1.649 -0.581 2.483
C 0.534 -1.200 3.253
O 1.972 -0.925 1.381
H 2.419 0.294 4.300
H 2.189 1.457 3.060
H 3.492 0.550 2.762
H 0.849 -1.502 4.251
H 0.307 -2.180 2.833
H -0.354 -0.579 3.370
C -1.060 -0.774 -0.355
C -1.595 -1.941 0.364
N -2.085 -2.876 0.840
H -1.525 -0.508 -1.305
H -0.070 -1.023 -0.739
H -0.899 0.091 0.288
C 0.703 1.028 -3.773
C 0.418 1.520 -5.135
N 0.188 1.891 -6.221
H 1.050 1.898 -3.215
H 1.526 0.313 -3.752
H -0.197 0.552 -3.387
C -3.457 -4.583 -1.472
C -3.556 -3.207 -1.888
N -3.588 -2.118 -2.281
H -3.936 -5.269 -2.171
H -3.968 -4.656 -0.513
H -2.420 -4.836 -1.251
C -0.596 -4.876 3.481
C -1.031 -4.283 4.735
N -1.373 -3.736 5.728
H 0.484 -4.955 3.602
H -0.824 -4.212 2.647
H -0.916 -5.902 3.300
```

**HOMO level**: -10.417 eV
**Spin multiplicity**: 1
**Molecular weight**: 342.46 g/mol
**Structure (SMILES)**: O=S1(=O)CCCC1.CC(C)=O.CC#N.CC#N.CC#N.CC#N
**Net charge**: 0
**Energy relative to the best compared isomer or geometry (same formula, charge and spin)**: 74.1 kcal per mole
**Max |F|**: 4.3 eV/A
**HOMO-LUMO gap**: 10.522 eV



Entry 4:
A cluster of 3 separate species, C10H25BF3NO10PS2 in total. Source: the Open Molecules 2025 dataset; level of theory: wB97M-V/def2-TZVPD.

```
53
Properties=species:S:1:pos:R:3
C 0.100 -5.954 -0.374
O -0.641 -5.261 -1.368
B -1.025 -3.957 -1.013
O -2.394 -3.695 -1.284
C -0.035 -2.915 -0.429
C 0.181 -1.737 -1.342
O 1.114 -0.734 -0.786
C 2.395 -0.874 -1.039
F 2.745 -0.301 -2.252
F 3.118 -0.211 -0.122
F 2.861 -2.125 -1.102
P -0.648 -2.538 1.153
N -1.363 -0.924 1.080
O 0.697 -2.052 2.056
H -0.003 -7.026 -0.575
H -0.271 -5.756 0.639
H 1.156 -5.661 -0.395
H -2.895 -3.848 -0.472
H 0.563 -2.032 -2.331
H -0.724 -1.137 -1.509
H -0.920 -0.344 1.785
H -2.349 -0.990 1.305
H 0.570 -2.448 2.928
O 3.633 2.396 -6.922
S 3.733 3.704 -6.350
O 5.021 4.214 -5.990
O 2.743 3.821 -5.128
C 2.789 2.789 -4.098
C 3.946 2.968 -3.142
C 2.929 4.871 -7.393
H 2.803 1.808 -4.571
H 1.841 2.889 -3.577
H 4.901 2.785 -3.634
H 3.841 2.261 -2.320
H 3.966 3.983 -2.744
H 1.938 4.497 -7.635
H 3.537 4.961 -8.291
H 2.876 5.823 -6.873
O -3.369 -0.472 3.869
S -3.115 0.762 4.542
O -1.801 1.069 5.012
O -4.143 0.890 5.755
C -4.223 -0.239 6.654
C -3.075 -0.282 7.640
C -3.716 2.103 3.579
H -4.284 -1.156 6.066
H -5.174 -0.108 7.167
H -2.131 -0.492 7.140
H -3.258 -1.065 8.377
H -2.977 0.674 8.154
H -4.732 1.880 3.265
H -3.056 2.180 2.717
H -3.674 3.009 4.176
```

**HOMO level**: -2.830 eV
**Spin multiplicity**: 1
**Molecular weight**: 482.22 g/mol
**Net charge**: -1
**Max |F|**: 0.9 eV/A
**HOMO-LUMO gap**: 4.993 eV